(1)
{
  "formula": "C38H40BCl2N7O2SW",
  "method": "wB97M-V/def2-TZVPD",
  "species": ["W", "C", "C", "C", "C", "C", "C", "N", "C", "C", "C", "C", "C", "C", "N", "N", "C", "C", "C", "C", "C", "N", "H", "H", "H", "H", "H", "H", "H", "H", "H", "H", "H", "H", "H", "C", "C", "C", "C", "C", "C", "C", "C", "O", "B", "O", "C", "C", "H", "H", "H", "H", "H", "H", "H", "H", "H", "H", "H", "H", "C", "N", "C", "C", "S", "N", "C", "C", "H", "H", "H", "H", "H", "H", "H", "H", "H", "H", "H", "H", "Cl", "C", "C", "C", "C", "C", "Cl", "C", "N", "H", "H", "H"],
  "positions_angstrom": [[1.048188, -0.398261, -0.149357], [0.062167, -5.044410, -2.991539], [1.245887, -4.324897, -2.963227], [1.246159, -3.006190, -2.526650], [0.063686, -2.418579, -2.119410], [-1.126054, -3.139459, -2.122769], [-1.120849, -4.450932, -2.564406], [0.067972, -1.045911, -1.675150], [-0.968659, -0.240104, -2.266084], [-1.577083, -0.554522, -3.475939], [-2.576478, 0.271511, -3.971346], [-2.985394, 1.396665, -3.270793], [-2.378409, 1.719157, -2.064923], [-1.372553, 0.907288, -1.583775], [-0.649923, 1.224543, -0.389441], [-0.746295, 0.182828, 0.609678], [-0.383621, 0.616318, 1.909641], [-1.175325, 1.247290, 2.841662], [-0.581600, 1.536225, 4.063212], [0.744344, 1.185660, 4.292881], [1.464680, 0.561726, 3.291596], [0.898953, 0.291697, 2.114058], [0.058236, -6.068590, -3.338412], [2.169222, -4.787733, -3.287017], [2.156040, -2.425822, -2.496814], [-2.042511, -2.676000, -1.780781], [-2.042662, -5.016793, -2.568372], [-1.273062, -1.427061, -4.035002], [-3.043335, 0.025943, -4.915391], [-3.772478, 2.025044, -3.663406], [-2.668831, 2.600677, -1.509262], [-2.207800, 1.479831, 2.624354], [-1.154913, 2.022783, 4.840864], [1.217163, 1.394724, 5.241369], [2.500571, 0.276602, 3.418587], [5.678131, 5.378353, 0.973697], [4.471364, 6.326842, 0.930892], [4.874978, 7.584778, 0.162738], [4.087119, 6.730773, 2.361199], [3.289897, 5.606230, 0.281144], [2.653980, 6.089599, -0.861979], [1.570787, 5.442821, -1.463871], [1.150127, 4.282237, -0.871985], [0.111802, 3.428436, -1.250473], [0.167318, 2.423963, -0.325426], [1.136816, 2.600876, 0.648935], [1.764815, 3.794170, 0.264707], [2.824590, 4.416463, 0.864437], [6.534769, 5.886690, 1.418090], [5.958260, 5.057607, -0.031634], [5.476760, 4.488917, 1.573351], [5.725167, 8.051803, 0.659898], [4.069908, 8.320807, 0.133877], [5.177119, 7.357284, -0.861259], [4.918061, 7.253697, 2.836522], [3.846873, 5.862561, 2.977327], [3.222635, 7.396333, 2.360650], [2.999177, 7.009610, -1.309235], [1.085595, 5.847392, -2.341355], [3.275806, 4.004295, 1.756830], [3.634402, 1.199292, -5.154193], [2.788192, 1.042051, -3.963906], [1.652993, 1.971064, -3.924046], [3.169530, 0.324004, -2.911620], [2.757343, 0.966147, -1.315083], [3.979891, -0.714644, -3.060524], [4.742563, -1.286439, -1.951558], [4.091686, -1.466440, -4.315403], [3.683939, 2.264154, -5.377039], [3.220672, 0.681211, -6.018437], [4.641026, 0.845614, -4.953240], [1.233740, 2.018215, -4.927788], [1.980028, 2.967129, -3.621873], [0.887341, 1.619256, -3.242531], [4.909539, -0.542102, -1.182935], [5.702203, -1.622777, -2.340272], [4.212278, -2.142305, -1.525267], [3.249340, -1.251749, -4.966314], [4.079301, -2.526502, -4.064442], [5.026290, -1.247205, -4.830326], [0.358707, -4.480692, 0.707337], [1.937906, -4.126188, 1.278326], [2.662395, -5.100113, 1.942416], [3.908701, -4.793113, 2.462666], [4.426833, -3.511506, 2.346106], [3.704987, -2.546152, 1.672027], [4.323063, -0.929109, 1.617683], [2.462116, -2.842269, 1.093903], [1.753711, -1.854150, 0.433238], [2.235250, -6.085626, 2.061393], [4.472438, -5.551123, 2.988492], [5.379601, -3.253634, 2.786060]],
  "atomic_forces_ev_per_a": [[-0.4, 0.0, 0.0], [0.0, 0.0, 0.0], [0.0, 0.0, 0.0], [0.0, -0.1, 0.0], [0.0, 0.1, 0.1], [0.0, 0.0, 0.0], [0.0, 0.0, 0.0], [-0.1, -0.1, -0.3], [0.0, 0.0, 0.1], [0.0, 0.1, -0.1], [0.0, 0.0, 0.0], [0.0, 0.0, 0.0], [0.0, 0.0, 0.0], [0.0, 0.0, 0.0], [0.4, 0.0, 0.0], [-0.2, 0.1, -0.1], [0.1, 0.0, 0.0], [0.0, 0.0, 0.0], [0.0, 0.0, 0.0], [0.0, 0.0, 0.0], [0.1, -0.1, 0.0], [0.1, 0.2, -0.5], [0.0, 0.0, 0.0], [0.0, 0.0, 0.0], [0.1, 0.1, 0.0], [0.0, 0.0, 0.0], [0.0, 0.0, 0.0], [0.0, 0.0, 0.0], [0.0, 0.0, 0.0], [0.0, 0.0, 0.0], [0.0, 0.0, 0.0], [0.0, 0.0, 0.0], [0.0, 0.0, 0.0], [0.0, 0.0, 0.0], [0.0, 0.0, 0.0], [0.0, 0.0, 0.0], [0.0, 0.0, 0.0], [0.0, 0.0, 0.0], [0.0, 0.0, 0.0], [0.0, 0.0, 0.0], [0.0, 0.0, 0.0], [0.0, 0.0, 0.0], [0.0, 0.0, 0.0], [0.0, 0.0, -0.1], [-0.1, 0.1, 0.3], [0.0, 0.2, -0.1], [0.0, -0.1, 0.0], [0.0, 0.0, 0.0], [0.0, 0.0, 0.0], [0.0, 0.0, 0.0], [0.0, 0.0, 0.0], [0.0, 0.0, 0.0], [0.0, 0.0, 0.0], [0.0, 0.0, 0.0], [0.0, 0.0, 0.0], [0.0, 0.0, 0.0], [0.0, 0.0, 0.0], [0.0, 0.0, 0.0], [0.0, 0.0, 0.0], [0.0, 0.0, 0.0], [0.0, 0.1, 0.0], [-0.1, 0.0, 0.0], [0.0, 0.0, 0.0], [0.0, 0.2, -0.1], [0.0, 0.1, 0.2], [0.0, -0.1, 0.1], [0.0, 0.0, 0.0], [-0.1, -0.1, 0.0], [0.0, 0.0, 0.0], [0.0, 0.0, 0.0], [0.0, 0.1, 0.0], [0.0, 0.0, 0.0], [0.0, 0.0, 0.0], [0.0, 0.0, 0.0], [0.0, 0.0, 0.0], [0.0, 0.0, 0.0], [0.0, 0.0, 0.0], [0.0, -0.1, 0.1], [0.0, 0.0, 0.0], [0.0, 0.0, 0.0], [-0.1, 0.0, -0.1], [0.0, 0.0, 0.0], [0.0, 0.0, 0.0], [0.0, 0.0, 0.0], [0.0, 0.0, 0.0], [0.1, -0.1, 0.0], [0.0, 0.0, -0.1], [-0.1, 0.1, 0.0], [0.4, -0.5, 0.3], [0.0, 0.0, 0.0], [0.0, 0.0, 0.0], [0.0, 0.0, 0.0]],
  "total_charge": 2,
  "largest_force_ha_per_bohr": 0.0140,
  "homo_lumo_gap_ha": 0.239,
  "spin_multiplicity": 1,
  "e_above_lowest_ev": 0.000,
  "homo_energy_ev": -13.08,
  "total_energy_ha": -3416.00002
}

(2)
{
  "formula": "C38H40CdN10O6",
  "method": "wB97M-V/def2-TZVPD",
  "species": ["Cd", "N", "O", "O", "O", "N", "O", "O", "O", "N", "C", "C", "C", "C", "H", "H", "H", "H", "H", "N", "C", "C", "C", "C", "H", "H", "H", "H", "H", "N", "C", "C", "C", "C", "C", "H", "H", "H", "H", "H", "N", "C", "C", "C", "C", "C", "H", "H", "H", "H", "H", "N", "C", "C", "C", "C", "C", "H", "H", "H", "H", "H", "N", "C", "C", "C", "C", "C", "H", "H", "H", "H", "H", "N", "C", "C", "C", "C", "C", "H", "H", "H", "H", "H", "N", "C", "C", "C", "C", "C", "H", "H", "H", "H", "H"],
  "positions_angstrom": [[-1.513092, 1.273571, 2.422110], [-4.295595, 1.441009, 0.734786], [-4.881015, 0.554106, 0.102829], [-3.040048, 1.325739, 0.909378], [-4.915799, 2.367905, 1.296714], [-0.170681, 0.355079, -0.273996], [0.637277, 1.038388, -0.916080], [-0.055752, 0.371991, 1.010793], [-1.071170, -0.290683, -0.799060], [2.865121, -1.225961, -2.383394], [3.877410, -2.148084, -2.157196], [4.455363, -2.372496, -3.398054], [3.815427, -1.583921, -4.360990], [2.833098, -0.901713, -3.723527], [2.180391, -0.868875, -1.743199], [4.065696, -2.621821, -1.210545], [5.281709, -3.034694, -3.604642], [4.139618, -1.510397, -5.385720], [2.123936, -0.141446, -4.008881], [2.475151, -2.580196, 2.574111], [2.540647, -1.849170, 1.431057], [1.619651, -2.362304, 0.552246], [0.963582, -3.463609, 1.181963], [1.611466, -3.626374, 2.389264], [2.977177, -2.471529, 3.433167], [3.174500, -0.980507, 1.351897], [1.458268, -2.056038, -0.463552], [0.257522, -4.126831, 0.713074], [1.411121, -4.348665, 3.165653], [-0.878213, 3.264648, 1.682827], [-1.610105, 4.322873, 1.299761], [-1.090671, 5.517002, 0.816645], [0.290355, 5.594195, 0.592365], [1.065526, 4.511251, 0.956811], [0.452493, 3.427058, 1.536398], [-2.685365, 4.228555, 1.414064], [-1.776774, 6.343317, 0.712195], [0.679439, 6.525560, 0.203845], [2.133105, 4.522297, 0.787342], [1.035628, 2.558470, 1.820260], [-2.442754, -0.638558, 2.957321], [-1.785826, -1.729628, 2.510156], [-2.277631, -3.022194, 2.612969], [-3.511967, -3.220481, 3.192769], [-4.192733, -2.140488, 3.723509], [-3.631141, -0.893423, 3.555739], [-0.862390, -1.627313, 1.952106], [-1.846298, -3.911798, 2.177915], [-3.925646, -4.218536, 3.273894], [-5.170543, -2.247823, 4.168765], [-4.066880, -0.050286, 4.079008], [-1.097988, -1.753970, -5.266707], [-0.388566, -1.418788, -6.345707], [0.116955, -0.131233, -6.543885], [-0.143229, 0.841797, -5.589582], [-0.843458, 0.481842, -4.450282], [-1.284885, -0.815020, -4.333811], [-0.260393, -2.219815, -7.061278], [0.599092, 0.103733, -7.483834], [0.277239, 1.834352, -5.691068], [-0.946808, 1.169340, -3.620816], [-1.799970, -1.061068, -3.412178], [-0.170365, 1.206110, 4.093456], [0.642207, 0.134632, 4.212034], [1.543720, -0.051941, 5.241572], [1.646761, 0.900029, 6.248023], [0.739662, 1.964606, 6.217931], [-0.122182, 2.049579, 5.133417], [0.642805, -0.540313, 3.363253], [2.148512, -0.946087, 5.263964], [2.328116, 0.890987, 7.087270], [0.643782, 2.659549, 7.037198], [-0.852806, 2.851567, 5.136881], [4.567828, 2.654872, -1.541895], [3.316917, 2.968997, -1.875126], [3.001185, 3.838358, -2.913791], [4.028433, 4.394484, -3.664347], [5.339783, 4.123082, -3.292572], [5.544647, 3.240170, -2.236827], [2.519367, 2.499783, -1.309827], [1.976928, 4.124888, -3.111212], [3.789278, 5.027583, -4.508566], [6.220117, 4.621550, -3.674229], [6.545925, 2.984398, -1.911119], [-5.353674, -2.266573, -0.319003], [-4.050927, -2.233441, -0.615318], [-3.287801, -3.404982, -0.786081], [-3.824244, -4.642275, -0.496932], [-5.160354, -4.684471, -0.117779], [-5.840162, -3.497492, -0.032499], [-3.548296, -1.279526, -0.716620], [-2.240919, -3.312526, -1.048533], [-3.142408, -5.483885, -0.514024], [-5.692831, -5.563949, 0.221330], [-6.849581, -3.536151, 0.362266]],
  "atomic_forces_ev_per_a": [[-0.9, 0.2, -1.1], [-1.9, -0.8, 0.7], [0.6, 1.1, 0.2], [0.1, 0.4, -0.7], [0.8, -0.2, -0.4], [-0.4, 0.5, -0.3], [0.0, -0.4, 0.0], [0.3, -0.3, 0.0], [0.6, 0.0, 0.3], [0.6, -0.5, -0.6], [-0.4, 0.3, -1.2], [0.5, -0.5, 1.1], [0.3, 0.1, -0.5], [-0.7, 0.7, 1.1], [0.1, 0.2, 0.2], [-0.1, 0.2, 0.1], [0.0, 0.0, 0.2], [-0.3, 0.1, -0.1], [0.0, -0.1, -0.4], [-0.1, -1.1, 0.2], [-0.3, 0.7, -0.4], [-0.1, -0.2, 0.1], [1.5, 0.1, 0.0], [-1.4, 0.0, 0.2], [0.4, 0.2, -0.2], [0.0, -0.1, -0.1], [-0.2, 0.1, 0.1], [-0.1, 0.0, 0.1], [0.2, 0.1, 0.1], [1.0, 2.1, -0.5], [-0.8, 0.0, 0.3], [0.6, -0.7, 0.3], [-1.3, 0.5, 0.3], [0.2, 0.5, -0.2], [-0.1, -1.3, 0.0], [0.0, -0.2, 0.0], [0.1, 0.1, -0.4], [0.3, -0.2, -0.1], [0.0, -0.1, 0.1], [0.1, 0.1, 0.0], [-0.6, -2.5, 0.5], [0.0, -0.4, -0.7], [-0.8, -0.2, 0.0], [-0.3, -0.2, 0.5], [0.1, 0.1, -0.6], [0.6, 0.9, 0.8], [0.0, 0.5, 0.1], [0.7, 0.4, -0.1], [0.0, 0.0, -0.1], [0.1, 0.1, 0.2], [-0.3, 0.2, -0.5], [0.1, 0.0, 0.3], [-0.3, 0.4, 0.5], [-0.5, -0.3, -0.4], [0.4, -0.2, 0.0], [0.6, 0.5, 0.0], [-0.2, -0.2, 0.1], [0.2, 0.1, -0.2], [0.2, 0.0, 0.1], [-0.1, 0.1, -0.1], [-0.2, 0.0, 0.0], [-0.1, -0.4, -0.1], [1.7, -0.5, 2.4], [0.1, 0.3, -0.9], [0.2, 0.1, 0.4], [-0.9, 0.8, 0.1], [0.1, -0.9, -0.6], [-0.6, 0.7, 0.3], [-0.1, -0.2, 0.1], [0.1, 0.0, -0.1], [0.2, -0.5, -0.2], [0.2, 0.2, -0.1], [0.1, 0.1, -0.2], [0.0, 0.1, -0.1], [-0.1, 0.1, -0.1], [0.2, 0.1, -0.1], [0.1, 0.0, 0.1], [0.0, -0.2, 0.6], [-0.2, 0.0, 0.2], [0.0, 0.0, 0.1], [-0.1, -0.3, -0.1], [0.1, 0.2, 0.1], [-0.2, -0.1, -0.5], [0.1, 0.1, -0.1], [0.5, -0.9, 0.7], [-0.1, -0.8, -0.5], [0.1, 0.6, 0.4], [0.3, 0.2, -0.1], [0.3, -0.3, 0.4], [-0.4, 1.1, -0.1], [-0.3, 0.2, -0.1], [0.0, 0.1, 0.0], [-0.4, -0.3, -0.1], [0.3, -0.2, -0.2], [-0.2, 0.2, -0.3]],
  "total_charge": 0,
  "largest_force_ha_per_bohr": 0.0579,
  "homo_lumo_gap_ha": 0.248,
  "spin_multiplicity": 1,
  "e_above_lowest_ev": 1.099,
  "homo_energy_ev": -7.52,
  "total_energy_ha": -2638.49124
}